73
Properties=species:S:1:pos:R:3:forces:R:3 method="wB97M-V/def2-TZVPD" total_charge=-1 e_above_lowest_ev=0.000 max_force_ha_per_bohr=0.0197
Pt -0.346 0.967 -0.888 1.0 -0.3 -0.1
C -3.217 -3.877 1.632 0.0 0.0 0.0
C -3.439 -2.548 1.310 0.0 0.0 0.0
C -2.469 -1.826 0.625 0.0 0.0 0.0
C -1.276 -2.434 0.263 0.0 0.0 0.0
C -1.063 -3.776 0.570 0.0 0.0 0.0
C -2.028 -4.494 1.258 0.0 0.0 0.0
As -0.010 -1.428 -0.810 -0.1 0.1 -0.2
C 1.729 -1.910 -0.127 0.0 0.0 0.1
C 1.914 -2.433 1.147 0.0 0.0 0.0
C 3.199 -2.653 1.624 0.0 0.0 0.0
C 4.296 -2.349 0.835 0.0 0.0 0.0
C 4.113 -1.808 -0.431 0.0 0.0 0.0
C 2.832 -1.580 -0.909 0.0 0.0 0.0
C -0.173 -2.504 -2.419 0.0 0.0 0.0
C 0.727 -3.507 -2.757 0.0 0.0 0.0
C 0.527 -4.264 -3.906 0.0 0.0 0.0
C -0.574 -4.024 -4.715 0.0 0.0 0.0
C -1.481 -3.029 -4.373 0.0 0.0 0.0
C -1.280 -2.272 -3.230 0.0 0.0 0.0
H -3.969 -4.437 2.173 0.0 0.0 0.0
H -4.364 -2.065 1.598 0.0 0.0 0.0
H -2.635 -0.787 0.370 0.0 0.0 0.0
H -0.144 -4.263 0.266 0.0 0.0 0.0
H -1.857 -5.536 1.498 0.0 0.0 0.0
H 1.061 -2.640 1.782 0.0 0.0 0.0
H 3.339 -3.043 2.624 0.0 0.0 0.0
H 5.297 -2.511 1.214 0.0 0.0 0.0
H 4.968 -1.541 -1.039 0.0 0.0 0.0
H 2.689 -1.116 -1.879 0.0 0.0 0.0
H 1.590 -3.696 -2.131 0.0 0.0 0.0
H 1.235 -5.040 -4.167 0.0 0.0 0.0
H -0.722 -4.607 -5.616 0.0 0.0 0.0
H -2.339 -2.834 -5.003 0.0 0.0 0.0
H -1.985 -1.490 -2.969 0.0 0.0 0.0
Te -0.926 3.491 -0.759 0.0 0.1 0.0
C -0.512 3.982 1.265 0.1 0.0 -0.1
C 0.739 3.749 1.837 -0.1 0.1 0.0
C 0.975 4.069 3.167 0.0 0.0 0.0
C -0.021 4.659 3.935 0.0 0.0 0.0
C -1.257 4.925 3.364 0.0 0.0 0.0
C -1.502 4.583 2.039 0.0 -0.1 0.0
H 1.524 3.299 1.247 0.0 -0.1 0.0
H 1.944 3.849 3.598 0.0 0.0 0.0
H 0.165 4.906 4.973 0.0 0.0 0.0
H -2.040 5.390 3.952 0.0 0.0 0.0
H -2.479 4.767 1.608 0.0 0.0 0.0
O 1.823 0.452 2.807 0.0 0.0 0.0
C 0.828 0.570 2.101 -0.1 -0.1 0.1
O 0.888 0.859 0.846 -0.5 0.2 0.1
C -0.527 0.347 2.757 0.0 0.1 -0.1
C -0.579 -0.466 3.885 0.0 -0.1 0.0
C -1.777 -0.667 4.556 0.1 0.0 0.0
C -2.928 -0.017 4.130 0.0 0.0 0.0
C -2.876 0.817 3.022 -0.1 0.0 0.0
C -1.686 0.983 2.328 0.1 0.0 0.1
H 0.341 -0.925 4.224 0.0 0.0 0.0
H -1.810 -1.316 5.424 0.0 0.0 0.0
H -3.860 -0.156 4.666 0.0 0.0 0.0
H -3.764 1.345 2.694 0.0 0.0 0.0
H -1.655 1.635 1.466 0.0 0.0 -0.1
F 3.066 5.652 -4.617 0.0 0.0 0.0
C 2.261 4.622 -4.336 0.0 0.1 0.0
C 2.797 3.399 -3.987 0.1 0.0 0.0
F 4.128 3.251 -3.936 0.0 0.0 0.0
C 1.956 2.340 -3.702 -0.1 0.0 0.1
F 2.524 1.179 -3.363 0.0 0.0 0.0
C 0.573 2.465 -3.746 0.1 0.2 -0.1
Se -0.566 0.991 -3.340 -0.5 -0.1 0.4
C 0.067 3.702 -4.125 0.1 -0.1 0.0
F -1.250 3.894 -4.224 0.0 0.0 0.0
C 0.890 4.774 -4.411 0.0 0.1 -0.1
F 0.376 5.958 -4.766 0.0 0.0 0.0


81
Properties=species:S:1:pos:R:3:forces:R:3 method="wB97M-V/def2-TZVPD" total_charge=+1 max_force_ha_per_bohr=0.0095
Bi 0.516 -0.378 0.058 0.1 0.0 0.3
I -1.511 5.770 -3.931 0.0 0.1 0.0
C -0.653 4.001 -3.262 0.1 -0.1 0.0
C -0.967 2.802 -3.890 0.0 0.0 0.0
C -0.425 1.609 -3.430 0.0 0.2 0.0
I -0.912 -0.185 -4.346 0.0 -0.1 0.0
C 0.433 1.610 -2.332 0.0 0.0 0.1
O 0.955 0.480 -1.840 0.1 -0.1 -0.2
C 0.738 2.822 -1.701 0.0 0.0 0.0
C 1.546 2.745 -0.439 -0.1 0.0 0.0
N 0.745 2.037 0.617 0.0 0.1 -0.1
C -0.563 2.702 0.846 0.1 -0.1 -0.1
C -1.653 2.097 0.005 0.0 -0.1 0.0
C -2.690 2.848 -0.516 0.0 0.0 0.0
C -3.691 2.202 -1.223 0.0 0.0 0.0
C -3.635 0.826 -1.390 0.0 0.0 0.0
C -2.564 0.142 -0.851 0.0 0.0 0.0
N -1.600 0.770 -0.165 0.1 0.0 -0.1
C 0.204 4.011 -2.170 0.0 0.1 0.0
H -1.637 2.792 -4.739 0.0 0.0 0.0
H 2.468 2.179 -0.581 0.0 0.0 0.0
H 1.803 3.743 -0.078 0.0 0.0 0.0
H 1.261 2.092 1.492 0.1 0.0 0.0
H -0.825 2.580 1.896 -0.1 0.0 0.1
H -0.484 3.770 0.639 0.0 0.0 0.0
H -2.702 3.922 -0.381 0.0 0.0 0.0
H -4.508 2.770 -1.648 0.0 0.0 0.0
H -4.392 0.289 -1.943 0.0 0.0 0.0
H -2.463 -0.932 -0.962 0.0 0.0 0.0
H 0.446 4.946 -1.678 0.0 0.0 0.0
N 6.070 -0.541 -3.750 0.0 0.0 0.0
C 5.585 -0.768 -2.735 0.0 -0.1 0.0
C 4.973 -1.053 -1.466 0.0 0.1 0.0
C 5.622 -1.808 -0.495 0.0 0.0 0.0
C 4.969 -2.046 0.702 0.0 0.0 0.0
C 3.703 -1.522 0.888 0.0 0.0 0.0
N 3.083 -0.787 -0.044 -0.1 0.1 -0.1
C 3.700 -0.564 -1.205 0.0 0.0 0.0
H 6.612 -2.201 -0.683 0.0 0.0 0.0
H 5.424 -2.638 1.482 0.0 0.0 0.0
H 3.152 -1.714 1.800 0.0 0.0 0.0
H 3.158 0.014 -1.945 0.0 0.0 0.0
F 1.195 -5.137 7.035 0.0 0.0 0.0
C 1.109 -4.049 6.259 0.0 0.0 0.0
C 2.214 -3.228 6.143 0.0 0.0 0.0
C 2.117 -2.106 5.334 0.0 0.0 0.0
C 0.930 -1.819 4.663 0.0 -0.2 0.2
C -0.160 -2.676 4.792 0.0 0.0 0.0
C -0.079 -3.798 5.599 0.0 0.0 0.0
Sb 0.836 -0.208 3.337 0.1 0.1 -0.5
C -0.932 0.834 3.850 -0.1 0.1 0.1
C -0.911 2.055 4.524 0.0 0.0 0.0
C -2.075 2.793 4.696 0.0 0.0 0.0
C -3.257 2.284 4.191 0.0 0.0 0.0
F -4.383 2.992 4.345 0.0 0.0 0.0
C -3.320 1.069 3.534 0.0 0.0 0.0
C -2.148 0.348 3.363 0.0 0.0 -0.1
C 2.326 1.075 4.105 0.1 0.1 0.3
C 2.424 1.362 5.470 0.0 0.0 0.0
C 3.399 2.221 5.950 0.0 0.0 0.0
C 4.281 2.788 5.046 0.0 0.0 0.0
F 5.221 3.620 5.503 0.0 0.0 0.0
C 4.232 2.519 3.693 0.0 0.0 0.0
C 3.246 1.655 3.234 0.0 0.0 0.0
H 3.123 -3.473 6.675 0.0 0.0 0.0
H 2.982 -1.461 5.236 0.0 0.0 0.0
H -1.079 -2.490 4.249 0.0 0.0 0.0
H -0.909 -4.481 5.715 0.0 0.0 0.0
H 0.018 2.456 4.912 0.0 0.0 0.0
H -2.077 3.742 5.215 0.0 0.0 0.0
H -4.272 0.706 3.171 0.0 0.0 0.0
H -2.190 -0.598 2.834 0.0 0.1 0.0
H 1.735 0.910 6.174 0.0 0.0 0.0
H 3.487 2.455 7.002 0.0 0.0 0.0
H 4.959 2.970 3.031 0.0 0.0 0.0
H 3.229 1.413 2.173 0.0 0.0 0.0
F -0.733 -4.276 1.548 0.1 0.1 0.0
B -0.228 -3.110 1.093 -0.1 -0.2 -0.1
F -0.234 -2.979 -0.325 0.0 0.0 0.0
F 1.096 -2.849 1.519 -0.1 0.0 0.0
F -1.028 -1.978 1.550 0.0 0.0 0.1


82
Properties=species:S:1:pos:R:3:forces:R:3 method="wB97M-V/def2-TZVPD" total_charge=-1 e_above_lowest_ev=1.592 max_force_ha_per_bohr=0.0414
Ba -0.079 0.344 0.262 1.0 -0.2 -1.9
C 0.700 -2.830 3.144 0.0 0.0 0.0
C 1.278 -1.471 3.311 0.0 -0.2 0.0
N 0.914 -0.392 2.652 0.3 0.3 0.4
C 1.729 0.635 3.086 0.0 -0.1 0.1
C 2.590 0.153 4.043 0.1 0.0 0.0
N 2.276 -1.178 4.168 0.0 0.0 -0.1
C 3.685 0.665 4.908 -0.1 -0.2 -0.1
O 4.028 1.927 4.791 -0.2 0.4 -0.3
O 4.223 -0.094 5.688 0.0 0.1 0.0
C 1.618 2.013 2.483 0.1 0.0 0.1
O 2.397 2.894 2.886 0.2 -0.1 0.3
O 0.740 2.139 1.586 0.5 1.0 0.9
H 0.185 -2.899 2.187 0.0 0.0 0.0
H -0.003 -3.055 3.950 0.0 0.0 0.0
H 1.484 -3.587 3.148 0.0 0.0 0.0
H 2.773 -1.798 4.787 0.0 0.0 0.0
H 3.464 2.384 4.087 0.0 -0.1 0.0
Cl -7.375 -0.216 2.966 0.0 0.0 0.0
C -5.882 0.116 2.122 0.0 -0.1 0.0
C -5.718 1.347 1.483 0.0 0.1 0.0
C -4.555 1.628 0.816 -0.1 0.1 0.0
Cl -4.388 3.168 0.024 0.0 0.0 0.0
C -3.457 0.715 0.739 0.1 -0.1 -0.1
O -2.381 1.002 0.128 -1.3 0.4 0.1
C -3.681 -0.536 1.402 0.0 -0.2 0.1
C -2.687 -1.598 1.393 -0.2 0.2 -0.1
O -1.591 -1.544 0.860 -0.6 -0.8 0.4
C -4.879 -0.814 2.077 0.0 0.1 0.0
H -6.512 2.081 1.512 0.0 0.0 0.0
H -2.983 -2.527 1.914 0.0 0.0 0.0
H -4.999 -1.777 2.559 0.0 0.0 0.0
N 1.983 2.801 -4.307 0.0 0.0 -0.1
C 3.055 2.185 -4.979 -0.1 0.0 0.1
C 3.765 2.887 -5.937 0.0 0.0 0.0
C 4.821 2.283 -6.612 0.0 0.0 0.0
C 5.162 0.974 -6.320 0.0 0.0 0.0
C 4.450 0.277 -5.351 0.0 0.0 0.0
C 3.393 0.871 -4.677 0.2 0.0 -0.2
S 2.539 -0.058 -3.445 -0.2 0.0 0.2
N 1.405 1.046 -2.807 0.1 -0.1 -0.1
C 1.286 2.227 -3.261 -0.1 0.1 0.1
C 0.282 3.151 -2.629 0.1 -0.2 -0.1
C -0.232 4.247 -3.311 0.0 0.0 0.0
C -1.085 5.106 -2.632 0.0 0.0 0.0
C -1.388 4.844 -1.311 0.0 0.0 0.0
C -0.862 3.699 -0.727 0.0 0.0 -0.1
N -0.056 2.867 -1.375 0.0 0.1 0.1
H 1.940 3.803 -4.367 0.0 0.0 0.0
H 3.489 3.911 -6.161 0.0 0.0 0.0
H 5.369 2.840 -7.359 0.0 0.0 0.0
H 5.982 0.493 -6.835 0.0 0.0 0.0
H 4.722 -0.744 -5.107 0.0 0.0 0.0
H -0.009 4.413 -4.356 0.0 0.0 0.0
H -1.504 5.968 -3.135 0.0 0.0 0.0
H -2.037 5.491 -0.737 0.0 0.0 0.0
H -1.096 3.440 0.298 0.0 0.0 0.0
Se 1.864 -2.038 -0.589 0.3 -0.5 -0.1
P 0.858 -3.826 -1.274 -0.2 -0.1 0.1
Se -0.172 -5.096 0.109 0.1 0.1 -0.1
C 2.120 -4.782 -2.194 0.1 0.0 0.0
C 2.643 -4.258 -3.375 0.0 0.0 0.0
C 3.626 -4.942 -4.070 0.0 0.0 0.0
C 4.106 -6.153 -3.582 0.0 0.0 0.0
C 3.594 -6.672 -2.404 0.0 0.0 0.0
C 2.599 -5.991 -1.712 0.0 0.0 0.0
C -0.303 -3.383 -2.622 0.0 0.0 -0.1
C -0.722 -2.080 -2.840 0.0 0.0 0.0
C -1.609 -1.777 -3.865 0.0 0.0 0.0
C -2.078 -2.783 -4.694 0.0 0.0 0.0
C -1.666 -4.095 -4.482 0.0 0.0 0.0
C -0.792 -4.393 -3.452 0.0 -0.1 0.1
H 2.278 -3.306 -3.746 0.0 0.0 0.0
H 4.019 -4.530 -4.991 0.0 0.0 0.0
H 4.879 -6.686 -4.124 0.0 0.0 0.0
H 3.964 -7.614 -2.019 0.0 0.0 0.0
H 2.173 -6.393 -0.801 0.0 0.0 0.0
H -0.330 -1.286 -2.216 0.1 0.0 -0.1
H -1.917 -0.749 -4.016 0.0 0.0 0.0
H -2.759 -2.550 -5.503 0.0 0.0 0.0
H -2.034 -4.887 -5.123 0.0 0.0 0.0
H -0.493 -5.420 -3.276 0.0 0.0 0.0


For reference, electronic energy by record: -7099.4176; -3494.6157; -8640.0612 a.u..